(1)
152
Properties=species:S:1:pos:R:3:forces:R:3 method="wB97M-V/def2-TZVPD" charge=0 smiles="CCOC(=O)C(F)(F)F.CCOC(=O)C(F)(F)F.CCOC(=O)C(F)(F)F.CCOC(=O)C(F)(F)F.CCOC(=O)C(F)(F)F.CCOC(=O)C(F)(F)F.CCOC(=O)C(F)(F)F.O=S1(=O)CCCC1.O=S1(=O)CCCC1.O=C1CCCO1.O=C1CCCO1" homo_energy_ev=-10.0 lumo_energy_ha=0.0136
C 19.924254 19.077804 14.120465 1.3 1.0 -0.5
C 19.296169 17.802904 14.464654 -0.5 -0.8 0.4
O 18.611098 17.250082 13.339966 0.4 -0.4 -0.4
C 17.429257 17.735015 13.026723 2.0 -2.7 -2.4
O 16.789740 18.510234 13.597723 -2.1 2.6 1.8
C 16.986171 17.035304 11.692946 0.1 0.6 0.8
F 17.601979 15.882979 11.527217 0.2 -0.4 -0.3
F 15.688925 16.829847 11.772431 -1.0 -0.3 -0.1
F 17.204572 17.809950 10.622001 0.3 0.1 -0.1
H 20.570222 18.948797 13.227991 -0.5 0.5 0.4
H 20.539008 19.401976 14.940699 0.7 -0.2 0.5
H 19.229636 19.908572 14.083986 -0.4 -0.1 -0.8
H 18.561217 17.994595 15.222374 -0.3 -0.4 0.8
H 20.011974 17.024812 14.745185 -0.2 0.2 0.1
C 14.258833 10.229598 15.803237 0.8 -0.6 1.1
C 14.865798 10.130400 14.426300 -1.0 -0.7 -0.2
O 15.569602 8.863171 14.118957 -0.4 0.9 0.1
C 16.726049 8.669704 14.674856 0.6 0.0 0.9
O 17.240402 9.263037 15.585924 -0.3 0.1 -0.5
C 17.320593 7.345455 14.184346 1.8 -1.1 1.5
F 18.598651 7.208215 14.705969 -1.2 0.3 -1.0
F 16.619196 6.355661 14.783639 -0.3 0.1 -0.3
F 17.357647 7.110722 12.888106 -0.1 0.3 0.0
H 13.761884 9.284069 16.061670 0.3 0.0 0.1
H 13.487093 10.980316 15.917142 -0.1 0.4 -0.6
H 15.039284 10.488525 16.530757 -0.3 -0.3 0.0
H 15.496016 10.989289 14.190326 -0.1 -0.3 -0.3
H 14.017865 9.930243 13.785738 0.0 0.9 -0.7
C 10.565886 17.868699 18.514298 -0.2 0.7 0.3
C 10.727118 16.445365 19.037976 -2.1 0.4 -0.6
O 10.700164 15.532262 17.879327 -0.7 0.3 0.9
C 11.840084 15.427561 17.305553 1.5 -0.9 -0.8
O 12.896496 15.901163 17.639392 -0.3 -0.1 -0.2
C 11.784439 14.590703 15.987707 0.4 -1.1 -1.3
F 10.632449 13.894043 15.723699 1.3 0.6 1.0
F 11.958024 15.403900 14.963263 -0.6 1.6 -0.7
F 12.861120 13.774854 15.831819 -0.8 -0.4 1.3
H 11.494841 18.252540 18.030648 -0.6 -0.1 0.7
H 10.221943 18.493833 19.397864 0.7 -0.4 -1.1
H 9.763519 17.936706 17.744409 0.4 -0.2 0.6
H 9.780593 16.192077 19.560633 0.9 -0.1 -0.1
H 11.598564 16.273783 19.640173 0.2 -0.1 0.2
C 16.025474 12.202563 19.135941 0.1 -2.5 -1.1
C 15.652365 13.390599 18.310221 -0.1 1.4 -0.5
O 16.161206 13.404441 16.928093 1.1 -1.3 1.0
C 17.499057 13.509569 16.816316 -0.8 2.4 1.8
O 18.280297 13.948315 17.641208 -0.9 -1.3 -0.7
C 17.816994 13.447101 15.365099 -1.6 -2.2 -1.9
F 17.273289 12.279878 14.829930 1.1 0.7 0.6
F 17.132722 14.399105 14.738102 0.4 0.9 -0.2
F 19.088207 13.505010 15.110516 0.6 0.1 -0.3
H 15.677451 12.321459 20.157292 -0.3 -0.1 -0.1
H 17.086333 11.926452 19.181879 0.1 0.8 0.0
H 15.622471 11.248438 18.663776 -0.2 1.1 0.8
H 16.089741 14.300138 18.749950 -0.5 -0.2 0.1
H 14.559782 13.465832 18.148990 0.7 0.0 0.4
C 17.618796 8.182931 18.841644 0.4 0.1 -1.9
C 18.162915 8.793778 20.074704 0.6 0.8 -0.1
O 16.974332 8.984701 20.930970 0.4 0.3 0.1
C 17.211860 9.448166 22.148275 1.5 0.7 -0.5
O 18.308971 9.627132 22.613653 -0.9 -0.2 0.2
C 15.910916 9.902557 22.835151 1.6 -0.8 2.5
F 15.219043 10.668454 22.060189 -1.3 0.7 -1.0
F 15.229455 8.846051 23.273135 -0.8 -0.5 -0.7
F 16.177084 10.579679 23.980998 0.3 0.2 -0.6
H 16.977442 8.874778 18.284846 0.1 0.2 0.2
H 17.007985 7.328378 18.998145 -0.3 -1.0 0.4
H 18.420593 7.936008 18.111442 -0.4 0.0 0.6
H 18.630478 9.776637 19.743783 -0.6 -0.9 1.1
H 18.933893 8.198313 20.614021 -0.7 0.4 -0.3
C 23.323672 7.084977 18.720930 -0.1 0.1 -2.5
C 22.657768 8.331425 19.159900 1.4 0.1 1.0
O 22.131951 9.058169 18.031206 0.6 -0.9 0.8
C 21.453512 10.106602 18.428943 -1.0 0.2 -2.8
O 21.093065 10.381886 19.507755 -0.4 0.8 2.5
C 20.985112 10.860000 17.151323 -0.9 -0.6 1.0
F 21.835148 10.626530 16.214918 1.5 0.2 -2.0
F 19.806145 10.327965 16.731391 0.0 0.5 0.6
F 20.861056 12.163971 17.349272 -0.3 0.0 0.1
H 22.670832 6.413669 18.181320 -0.5 0.0 -0.3
H 23.707648 6.466328 19.474215 0.7 -0.3 1.5
H 24.106515 7.369729 18.019708 0.3 -0.3 0.0
H 23.460103 8.976785 19.596460 -1.0 -0.3 0.1
H 21.911825 8.069743 19.894289 -0.5 0.6 0.1
C 15.396949 17.718519 16.902532 0.5 -0.4 1.6
C 15.705507 17.677027 18.438634 -0.8 0.2 -1.6
O 17.071048 18.075143 18.605900 1.5 -0.3 0.1
C 17.844812 17.128006 19.150775 0.0 1.4 -0.6
O 17.442014 16.196947 19.767414 0.3 -0.8 0.5
C 19.379294 17.301821 18.804392 -0.6 1.0 0.0
F 20.109038 16.572218 19.595416 0.5 -0.8 1.0
F 19.576750 16.877480 17.566586 -0.1 -0.1 -0.8
F 19.870271 18.559577 18.882116 -0.8 -0.2 0.0
H 15.781817 16.862140 16.371058 0.3 -0.5 0.0
H 15.881017 18.583027 16.488787 -0.1 0.6 -0.3
H 14.333044 17.706495 16.776488 -0.5 0.3 -0.2
H 15.617029 16.700867 18.884554 -0.5 -0.2 0.0
H 15.063511 18.389970 18.953624 0.2 0.0 0.1
O 17.562934 10.270906 12.210294 -0.8 0.5 -0.2
S 17.573749 11.354820 11.244878 2.7 1.9 0.4
O 17.982806 12.722380 11.637268 -0.8 -1.9 -0.1
C 18.714237 10.832053 9.909178 -1.8 -0.8 0.7
C 17.990995 11.367493 8.678996 1.1 2.4 -0.7
C 16.487396 11.171017 8.813637 0.4 0.9 0.1
C 16.110865 11.600937 10.241979 -1.3 -2.4 0.5
H 18.604196 9.741478 10.073205 0.5 0.3 -0.7
H 19.714527 11.190117 10.149129 -0.2 0.0 -0.2
H 18.217628 12.465663 8.611111 -0.2 -0.7 0.3
H 18.360263 11.015845 7.724124 0.1 -0.6 -0.1
H 16.412706 10.108293 8.656240 -1.0 -0.5 0.1
H 15.874545 11.749058 8.081182 0.7 -0.6 0.4
H 15.319893 10.862492 10.605278 0.8 1.4 -0.1
H 15.891601 12.650741 10.410589 -0.3 -0.1 -0.3
O 20.135982 14.316031 24.520669 -0.8 -0.1 -0.3
S 18.890689 14.307539 23.767466 1.1 -0.4 -0.3
O 17.674219 14.796773 24.369796 0.0 0.3 0.3
C 19.151290 15.145849 22.193418 -0.3 0.9 0.2
C 19.392257 14.076764 21.133353 -0.2 0.6 -1.1
C 18.500662 12.939039 21.528720 0.6 -2.3 0.1
C 18.581834 12.673781 23.068441 -0.9 0.5 0.2
H 20.018770 15.789025 22.373051 -0.3 0.2 -0.2
H 18.189875 15.733477 22.068571 1.3 -0.6 -0.2
H 19.190051 14.417058 20.070384 -0.1 -0.3 1.5
H 20.394239 13.678691 21.075201 0.7 0.4 0.5
H 18.833365 12.027418 21.002064 0.1 0.1 0.3
H 17.542249 13.091641 21.095049 -1.3 0.4 0.5
H 19.374193 12.025867 23.428512 0.4 0.0 -0.5
H 17.674151 12.296902 23.585951 0.4 0.4 -0.7
O 12.640361 11.816650 18.580904 0.2 -1.7 0.7
C 12.308692 10.665581 18.816898 -0.6 2.1 -1.1
C 13.035598 9.548672 19.533925 -0.3 0.4 0.4
C 12.197723 8.302765 19.243632 -0.5 0.3 -0.4
C 10.863963 8.864610 18.623564 0.2 0.3 0.1
O 11.079698 10.272000 18.376590 1.0 -0.6 0.3
H 14.074185 9.512323 19.184614 -0.3 0.0 0.2
H 13.023700 9.798006 20.617219 0.2 -0.1 -0.6
H 12.686107 7.683591 18.490605 0.0 0.0 0.1
H 12.068848 7.712801 20.145438 -0.3 -0.1 -0.1
H 10.632289 8.401618 17.670452 0.1 -0.1 -0.2
H 9.938679 8.844657 19.192978 0.2 -0.4 0.6
O 12.499510 15.480356 21.501154 -1.0 1.0 -2.0
C 13.158021 15.055875 22.375871 1.8 -1.9 0.9
C 14.477408 14.163505 22.260495 -1.3 1.5 -0.9
C 14.791665 13.792969 23.708235 -0.4 -1.0 -1.1
C 13.772360 14.541230 24.523166 -1.0 1.7 1.3
O 12.781568 15.190763 23.640141 1.2 -0.7 1.2
H 14.183869 13.370394 21.518938 0.6 0.6 0.9
H 15.238034 14.856340 21.818114 -0.5 -0.8 0.1
H 14.722612 12.699967 23.856524 -0.1 0.6 0.1
H 15.777332 14.097184 23.947918 0.8 0.2 0.3
H 13.221984 13.894154 25.169965 -0.6 -0.6 0.3
H 14.118624 15.346178 25.229014 0.2 -0.6 -1.1


(2)
32
Properties=species:S:1:pos:R:3:forces:R:3 method="wB97M-V/def2-TZVPD" charge=+2 homo_energy_ev=-15.9 lumo_energy_ha=-0.3502
Cl -1.650665 3.103108 -2.303905 0.3 0.0 0.3
C -0.845291 -1.367957 -1.886623 1.1 -0.6 -1.2
C 0.574154 -1.535963 -1.695093 -0.7 -0.6 -1.0
C 1.248904 -0.550065 -2.491908 -0.3 -0.3 -0.4
H 1.053692 -2.357618 -1.160939 -0.1 0.4 0.0
C 0.266038 0.219589 -3.202069 -0.4 -1.3 -0.5
C -1.033743 -0.278021 -2.814470 0.7 -0.7 -0.5
H -1.981086 0.036964 -3.249708 0.2 0.1 0.3
H -1.618942 -2.037665 -1.507286 0.2 0.4 0.1
H 2.329161 -0.440139 -2.604015 -0.3 -0.1 0.0
C 0.559021 1.264174 -4.227283 0.0 0.4 0.2
Hf -0.051967 0.555724 -0.874922 -2.6 2.0 3.1
C 1.858440 1.622395 -0.331303 6.9 3.4 3.1
O 2.798403 2.097563 0.169671 -5.0 -2.5 -2.8
C -1.730518 2.134706 -0.721870 -1.8 0.3 1.9
O -2.475938 2.479297 0.161854 1.7 -0.8 -2.0
H 1.518743 1.744198 -4.006013 -0.1 0.0 -0.2
H -0.220058 2.030464 -4.228065 0.2 -0.2 -0.2
H 0.613433 0.817214 -5.230160 0.0 0.0 0.3
N -0.070059 -1.249014 5.242030 0.0 0.3 -1.2
C -0.076901 -0.907640 3.929832 0.0 -0.4 1.5
C 0.152624 -1.872397 2.924020 0.1 -0.3 -1.2
C 0.106630 -1.507908 1.589867 -0.1 0.0 1.3
N -0.154964 -0.216127 1.199621 0.5 0.0 -0.7
C -0.338468 0.738943 2.177521 0.1 -0.6 1.0
C -0.312411 0.424374 3.527330 -0.1 0.9 -1.1
H 0.093088 -2.202729 5.538445 0.0 0.2 -0.1
H -0.242075 -0.564478 5.966122 0.0 -0.1 -0.2
H 0.350372 -2.910427 3.200377 -0.1 0.3 -0.2
H 0.277551 -2.237751 0.796123 -0.2 0.3 0.5
H -0.511724 1.766850 1.836250 -0.1 -0.4 0.2
H -0.485456 1.200347 4.276564 0.1 -0.2 -0.3


(3)
79
Properties=species:S:1:pos:R:3:forces:R:3 method="wB97M-V/def2-TZVPD" charge=+2 homo_energy_ev=-12.4 lumo_energy_ha=-0.3277
Na 1.635868 1.090584 0.487551 0.0 -0.2 -0.8
Pb -0.622017 2.122355 3.617629 -1.0 -0.1 -3.1
C -1.253987 0.183423 0.486676 -0.7 -2.0 -0.1
O -0.764318 1.202451 1.255157 1.3 3.0 3.0
H -1.776385 0.432065 -0.437100 0.3 0.8 -0.2
H -0.448582 -0.508675 0.240865 0.1 -0.3 -0.3
H -2.000166 -0.422564 1.000585 0.0 -0.2 0.3
C -5.331457 4.070913 1.931018 0.4 -1.0 0.4
O -4.053290 4.670749 2.114282 1.5 0.1 -1.0
C -3.082139 4.097175 1.206707 0.1 1.3 -0.7
C -1.688019 4.793648 1.305083 -1.1 -2.3 -1.5
N -1.190368 4.508407 2.621668 0.9 -0.1 2.1
C 0.146042 5.086045 2.857304 0.8 0.7 -0.7
C 0.322530 6.568323 2.572182 -0.5 0.9 -1.0
O 0.356656 6.925905 1.186677 0.1 -2.1 0.4
C 0.665324 8.249273 0.935117 0.8 1.6 -0.9
H -5.184674 3.091200 2.385697 -0.7 -0.5 -0.2
H -5.586850 3.963941 0.876772 0.0 0.1 0.0
H -6.139307 4.572843 2.463504 0.5 0.4 0.0
H -3.396550 4.164687 0.165220 -0.4 0.6 -0.2
H -2.926463 3.018789 1.237568 -0.1 -0.4 1.1
H -1.636810 5.834163 0.984468 -0.2 0.0 0.5
H -1.013895 4.208648 0.679421 -0.2 0.2 -0.8
H -1.910982 4.942198 3.180812 0.1 0.2 1.1
H 0.890791 4.562539 2.257803 -0.1 -0.3 -0.7
H 0.600174 4.994403 3.843955 -0.9 -0.4 0.7
H 1.257790 6.856377 3.052213 0.0 0.4 0.1
H -0.542226 7.116113 2.946632 0.1 0.1 0.9
H 1.568562 8.600043 1.434330 -0.1 -0.1 0.7
H -0.155260 8.953607 1.071694 -0.2 -0.1 0.5
H 0.952168 8.384243 -0.107763 -0.3 -0.5 -0.2
C 1.893578 3.989108 -1.339614 0.8 0.2 -0.7
O 2.040011 2.607054 -1.323896 -0.5 -2.7 1.7
C 2.244859 1.899273 -2.529388 0.3 -0.8 -0.8
C 2.009833 0.361565 -2.450131 0.8 -0.1 0.4
N 2.943265 -0.381053 -1.519686 -1.3 1.6 1.4
C 2.833917 -1.823853 -1.598282 0.4 -1.2 -1.1
C 3.538030 -2.696917 -0.553981 0.1 0.3 0.4
O 4.867345 -2.961504 -0.918620 0.4 0.4 -0.9
C 5.626328 -3.831298 -0.099703 -0.7 0.0 0.8
H 0.918696 4.320342 -1.697376 -0.2 0.0 0.1
H 2.662541 4.350309 -2.022493 0.0 0.7 0.2
H 2.096598 4.275289 -0.307635 -0.1 0.6 -0.2
H 3.275306 2.020605 -2.863390 0.1 0.6 -0.2
H 1.512327 2.290150 -3.235585 0.3 -0.1 -0.5
H 2.214774 -0.151680 -3.389642 -0.4 0.8 -0.8
H 0.939189 0.258880 -2.273264 0.0 -0.8 0.6
H 3.879136 -0.173943 -1.838020 0.2 0.4 0.2
H 3.297329 -2.123974 -2.538119 0.1 -0.3 -0.3
H 1.814433 -2.180064 -1.746126 -0.2 0.5 0.5
H 2.955863 -3.615534 -0.480939 0.0 -0.3 0.1
H 3.572236 -2.224024 0.427493 -0.4 0.2 0.4
H 5.034747 -4.689470 0.219153 0.0 -0.7 -0.8
H 5.838214 -3.436229 0.893836 0.4 0.9 0.0
H 6.560715 -4.064680 -0.610160 -0.3 -0.1 0.0
C -2.151595 -2.384298 -3.453296 -0.9 -0.3 -0.7
O -0.976331 -2.345343 -2.741502 1.5 0.6 2.0
C -0.767001 -3.480725 -1.910654 -0.3 -0.8 -0.6
C -1.600270 -3.529913 -0.625612 -0.1 0.4 1.4
N -1.336816 -4.634800 0.348250 0.9 -1.0 -2.0
C -1.681472 -6.015420 -0.164710 -0.6 0.2 0.4
C -0.938598 -7.094564 0.635222 -0.6 -1.9 0.6
O -1.546168 -8.443085 0.594198 -0.1 1.7 -1.7
C -0.713489 -9.392384 1.171020 -0.1 -0.4 2.0
H -2.593605 -1.388015 -3.441077 -0.2 -0.1 -0.1
H -2.827090 -3.126541 -3.027995 -0.4 0.2 0.0
H -1.943776 -2.694797 -4.477267 -0.1 0.1 -0.2
H 0.284093 -3.485435 -1.622091 0.0 -0.2 -0.2
H -0.999842 -4.305870 -2.583734 0.3 -0.7 0.4
H -2.671090 -3.395382 -0.778447 -0.2 -0.2 -0.6
H -1.294946 -2.630125 -0.091500 0.0 0.2 0.2
H -1.901268 -4.534489 1.179780 0.0 0.4 -0.1
H -1.490083 -6.225656 -1.216983 0.6 0.7 -0.1
H -2.769916 -6.068601 -0.141300 -0.2 -0.7 0.5
H -0.894215 -6.947943 1.714401 0.2 1.0 0.1
H 0.069994 -7.227366 0.243806 0.2 0.4 0.0
H 0.360164 -9.315421 0.999448 0.0 -0.1 -0.9
H -1.118137 -10.400117 1.077062 0.1 0.1 -0.9
H -0.759974 -9.285929 2.254816 0.0 0.3 0.6


(4)
35
Properties=species:S:1:pos:R:3:forces:R:3 method="wB97M-V/def2-TZVPD" charge=0 smiles="C=C(C)CCC=O.O.O.O.O.O.O" homo_energy_ev=-8.9 de_lowest_kcal_mol=120.74 lumo_energy_ha=-0.0015
C 3.563697 -0.801777 0.206337 0.0 0.1 0.7
C 2.401607 -0.586614 -0.361671 -1.7 -0.7 -0.8
C 2.242607 0.495125 -1.388880 -1.7 -0.8 -0.9
C 1.165664 -1.470066 0.055439 1.7 -0.7 0.7
C -0.040157 -1.768528 -0.779049 -1.6 0.0 1.9
C 0.344916 -2.418913 -2.068881 -2.3 -0.7 1.2
O 0.879345 -3.498681 -1.998988 0.5 0.5 -1.1
H 4.238907 0.026639 0.234145 1.0 -0.1 -0.4
H 3.737563 -1.670545 0.807138 0.1 -0.2 0.5
H 1.939189 1.448155 -1.042230 -0.5 1.0 0.9
H 1.394652 0.198143 -2.055969 0.7 0.3 0.2
H 3.090796 0.699885 -2.013238 0.7 -0.4 -0.2
H 1.443948 -2.518320 0.168539 1.3 0.2 0.8
H 0.897788 -1.077412 1.039156 -0.3 -0.2 -0.1
H -0.715097 -0.958240 -0.701182 -0.4 1.3 -1.6
H -0.784615 -2.474495 -0.171661 2.0 0.6 -1.2
H -0.195146 -1.986872 -2.933674 0.9 -0.2 -0.7
O 0.138336 2.733546 0.535073 -6.2 -4.0 -2.2
H 0.640965 3.214361 1.053927 4.3 3.8 3.8
H -0.663971 2.503982 1.219866 2.6 0.1 -1.9
O -1.074396 -1.178326 3.371375 -1.2 -1.5 -0.1
H -1.707264 -0.852550 2.714638 0.4 -0.1 0.0
H -0.474614 -0.492173 3.560402 1.1 1.3 0.3
O -2.867006 -0.626560 -1.096146 -0.6 2.5 -2.3
H -2.825365 0.293744 -1.629316 -0.2 -3.3 1.4
H -3.294109 -1.297452 -1.675662 0.5 1.0 0.3
O -1.222158 1.989610 2.583659 3.8 -4.2 0.4
H -1.670505 1.112246 2.550393 0.0 1.0 -0.2
H -1.836577 2.617240 2.600414 -4.4 4.0 0.5
O -2.427714 0.093610 1.350275 1.6 0.7 2.8
H -3.260409 -0.213033 1.140275 -2.6 -1.0 -1.2
H -1.951392 0.301828 0.576899 0.6 0.0 -1.6
O -0.646714 2.427396 -2.046724 1.6 2.6 -3.0
H -0.331530 2.570850 -1.142384 0.4 0.4 0.2
H -0.131242 3.164197 -2.662294 -2.1 -3.0 2.7